--- a ---
Molecular formula: C6H10O
Method: DFT, the ωB97M-V functional and the def2-TZVPD basis

* spin multiplicity: 1
* highest occupied orbital energy: -7.9 eV
* SMILES: C=C=C.C=C.C=O

Element x y z (Å)
1 C -0.990 0.267 0.838
2 C -1.627 0.072 -0.339
3 C -2.589 0.268 -1.194
4 H -0.883 -0.582 1.505
5 H -1.131 1.219 1.332
6 H -3.618 0.342 -0.867
7 H -2.410 0.251 -2.260
8 C 1.204 0.687 0.650
9 C 1.935 0.486 1.758
10 H 1.280 1.620 0.105
11 H 1.039 -0.189 -0.066
12 H 2.658 1.210 2.096
13 H 1.888 -0.456 2.306
14 C 0.831 -1.269 -1.417
15 O -0.368 -1.090 -1.679
16 H 1.166 -2.158 -0.859
17 H 1.616 -0.677 -1.908

--- b ---
Molecular formula: C6H10O
Method: DFT, the ωB97M-V functional and the def2-TZVPD basis

* spin multiplicity: 1
* highest occupied orbital energy: -9.0 eV
* SMILES: C=CC=C.CC=O

Element x y z (Å)
1 C 0.764 -1.641 -1.078
2 C -0.418 -1.714 -0.473
3 C -0.876 -0.873 0.645
4 C -0.079 -0.702 1.702
5 H 1.043 -2.354 -1.846
6 H 1.474 -0.842 -0.868
7 H -1.118 -2.512 -0.703
8 H -1.922 -0.557 0.680
9 H 0.973 -0.987 1.628
10 H -0.454 -0.360 2.662
11 C 0.465 2.073 0.118
12 C -0.421 1.376 -0.890
13 O 0.008 0.846 -1.889
14 H 0.697 3.056 -0.314
15 H 1.409 1.527 0.254
16 H -0.027 2.216 1.089
17 H -1.518 1.448 -0.715

The most stable arrangement is b, and the next structure is 0.1465 hartree less stable.

--- a ---
Molecular formula: C6H10O
Method: DFT, the ωB97M-V functional and the def2-TZVPD basis

* spin multiplicity: 1
* highest occupied orbital energy: -9.1 eV
* SMILES: C=C(C)CCC=O

Element x y z (Å)
1 C 1.641 -0.878 1.008
2 C 1.018 -0.011 0.219
3 C 0.766 1.387 0.673
4 C 0.272 -0.619 -0.988
5 C -1.136 -0.004 -1.187
6 C -2.045 -0.542 -0.109
7 O -2.431 0.218 0.751
8 H 2.241 -0.507 1.832
9 H 1.264 -1.889 1.113
10 H 1.479 2.141 0.285
11 H -0.214 1.803 0.478
12 H 1.030 1.574 1.710
13 H 0.201 -1.656 -0.667
14 H 0.886 -0.414 -1.862
15 H -1.182 1.067 -1.000
16 H -1.393 -0.089 -2.244
17 H -2.398 -1.581 -0.013

--- b ---
Molecular formula: C6H10O
Method: DFT, the ωB97M-V functional and the def2-TZVPD basis

* spin multiplicity: 1
* highest occupied orbital energy: -9.4 eV
* SMILES: C1C[C@H]2COC[C@H]12

Element x y z (Å)
1 C 1.675 0.716 -0.068
2 C 1.478 -0.786 0.025
3 C -0.011 -0.658 -0.302
4 C -1.393 -1.189 0.149
5 O -2.180 0.090 -0.113
6 C -1.254 1.249 -0.040
7 C 0.105 0.735 0.215
8 H 1.885 0.972 -1.088
9 H 2.175 1.295 0.709
10 H 1.712 -1.284 1.000
11 H 2.036 -1.391 -0.667
12 H -0.050 -0.686 -1.397
13 H -1.510 -1.466 1.201
14 H -1.897 -1.961 -0.448
15 H -1.219 1.720 -1.055
16 H -1.716 2.048 0.563
17 H 0.164 0.594 1.317

The most stable arrangement is a, and the next structure is 0.0324 hartree less stable.

--- a ---
Molecular formula: C36H41BrN8O3STa
Method: DFT, the ωB97M-V functional and the def2-TZVPD basis

* net charge: +3
* spin multiplicity: 1
* highest occupied orbital energy: -16.3 eV

Element x y z (Å)
1 Ta -0.243 0.020 -0.009
2 C 4.255 0.365 5.558
3 C 3.542 0.086 4.269
4 C 4.242 -0.106 3.081
5 C 3.588 -0.346 1.889
6 C 2.199 -0.424 1.844
7 N 1.477 -0.557 0.631
8 C 2.051 -1.189 -0.523
9 C 3.143 -0.620 -1.193
10 C 3.804 -1.326 -2.172
11 C 3.380 -2.606 -2.555
12 C 4.122 -3.369 -3.608
13 C 2.226 -3.124 -1.973
14 C 1.572 -2.431 -0.965
15 N 0.350 -2.941 -0.447
16 C -0.078 -4.213 -0.354
17 C -1.436 -4.192 -0.108
18 C -1.778 -2.845 -0.070
19 N -0.695 -2.088 -0.279
20 C 1.492 -0.304 3.042
21 C 2.156 -0.018 4.230
22 N 0.089 -0.558 3.107
23 C -0.567 -1.023 4.185
24 C -1.896 -1.187 3.857
25 C -1.985 -0.788 2.538
26 N -0.782 -0.411 2.070
27 H 5.230 0.812 5.382
28 H 4.411 -0.565 6.109
29 H 3.677 1.032 6.197
30 H 5.323 -0.047 3.084
31 H 4.171 -0.474 0.990
32 H 3.467 0.376 -0.921
33 H 4.665 -0.884 -2.656
34 H 5.171 -3.470 -3.327
35 H 4.099 -2.839 -4.562
36 H 3.707 -4.363 -3.757
37 H 1.823 -4.065 -2.327
38 H 0.602 -5.041 -0.471
39 H -2.085 -5.039 0.024
40 H -2.735 -2.376 0.092
41 H 1.586 0.131 5.136
42 H -0.041 -1.249 5.095
43 H -2.682 -1.558 4.492
44 H -2.836 -0.760 1.880
45 C -4.639 2.188 -0.780
46 C -4.474 0.897 0.019
47 C -4.786 1.132 1.488
48 C -5.353 -0.209 -0.553
49 N -3.065 0.375 -0.146
50 N -2.041 1.316 0.234
51 H -5.682 2.503 -0.759
52 H -4.359 2.047 -1.826
53 H -4.059 3.016 -0.363
54 H -5.817 1.472 1.578
55 H -4.157 1.912 1.924
56 H -4.697 0.221 2.082
57 H -6.399 0.091 -0.509
58 H -5.248 -1.136 0.015
59 H -5.114 -0.408 -1.600
60 H -2.941 0.233 -1.146
61 H -2.166 1.609 1.220
62 H -2.048 2.163 -0.347
63 Br 0.568 2.461 1.344
64 C -0.431 2.713 2.982
65 C 0.200 3.368 4.022
66 C -0.580 3.594 5.150
67 C -1.894 3.146 5.168
68 C -2.395 2.488 4.061
69 N -1.664 2.274 2.957
70 H 1.224 3.703 3.952
71 H -0.163 4.123 5.997
72 H -2.530 3.315 6.026
73 H -3.417 2.132 4.038
74 C 2.126 0.298 -7.808
75 C 1.513 0.542 -6.466
76 C 0.781 1.706 -6.226
77 C 0.211 1.952 -4.993
78 C 0.391 1.010 -3.980
79 C 1.113 -0.167 -4.187
80 C 1.666 -0.387 -5.427
81 S -0.373 1.297 -2.478
82 O -1.275 2.394 -2.529
83 O 0.627 1.408 -1.326
84 O -1.009 -0.028 -1.990
85 H 1.448 0.599 -8.606
86 H 2.391 -0.748 -7.947
87 H 3.035 0.895 -7.914
88 H 0.646 2.424 -7.025
89 H -0.366 2.848 -4.814
90 H 1.209 -0.905 -3.402
91 H 2.211 -1.303 -5.618

--- b ---
Molecular formula: C36H41BrN8O3STa
Method: DFT, the ωB97M-V functional and the def2-TZVPD basis

* net charge: +3
* spin multiplicity: 1
* highest occupied orbital energy: -16.2 eV

Element x y z (Å)
1 Ta 0.116 0.121 -0.083
2 C 4.927 0.040 5.340
3 C 3.727 0.011 4.443
4 C 2.536 -0.598 4.834
5 C 1.450 -0.626 3.991
6 C 1.487 -0.050 2.717
7 N 0.399 -0.171 1.822
8 C -0.892 -0.519 2.364
9 C -1.152 -1.805 2.844
10 C -2.364 -2.095 3.428
11 C -3.371 -1.124 3.535
12 C -4.684 -1.463 4.173
13 C -3.139 0.129 2.985
14 C -1.915 0.428 2.396
15 N -1.727 1.700 1.786
16 C -2.267 2.888 2.104
17 C -1.931 3.790 1.114
18 C -1.179 3.064 0.202
19 N -1.049 1.797 0.616
20 C 2.653 0.639 2.353
21 C 3.752 0.635 3.203
22 N 2.737 1.443 1.168
23 C 3.665 2.387 0.930
24 C 3.308 3.093 -0.198
25 C 2.125 2.519 -0.613
26 N 1.759 1.524 0.220
27 H 4.881 -0.752 6.084
28 H 4.979 0.992 5.872
29 H 5.850 -0.073 4.773
30 H 2.466 -1.065 5.808
31 H 0.550 -1.110 4.333
32 H -0.381 -2.561 2.773
33 H -2.545 -3.089 3.817
34 H -4.528 -1.953 5.134
35 H -5.241 -2.162 3.547
36 H -5.297 -0.579 4.334
37 H -3.926 0.874 2.990
38 H -2.846 3.009 3.005
39 H -2.201 4.831 1.062
40 H -0.722 3.389 -0.720
41 H 4.671 1.127 2.919
42 H 4.510 2.529 1.578
43 H 3.835 3.918 -0.644
44 H 1.508 2.746 -1.469
45 C 0.283 0.421 -5.064
46 C 0.713 1.640 -4.249
47 C 2.218 1.852 -4.338
48 C -0.035 2.884 -4.717
49 N 0.316 1.498 -2.807
50 N 0.894 0.347 -2.152
51 H 0.558 0.563 -6.108
52 H -0.799 0.279 -5.022
53 H 0.769 -0.506 -4.745
54 H 2.488 2.105 -5.362
55 H 2.774 0.948 -4.081
56 H 2.540 2.675 -3.696
57 H 0.162 3.057 -5.774
58 H 0.285 3.765 -4.161
59 H -1.114 2.764 -4.600
60 H -0.689 1.343 -2.787
61 H 1.924 0.441 -2.146
62 H 0.692 -0.516 -2.678
63 Br 2.133 -1.839 -0.197
64 C 3.772 -1.305 -1.132
65 C 4.810 -2.209 -1.137
66 C 5.967 -1.789 -1.780
67 C 6.009 -0.526 -2.354
68 C 4.885 0.278 -2.283
69 N 3.758 -0.115 -1.671
70 H 4.730 -3.181 -0.671
71 H 6.826 -2.445 -1.829
72 H 6.897 -0.172 -2.859
73 H 4.867 1.264 -2.728
74 C -7.452 -3.127 -0.820
75 C -6.027 -2.699 -0.965
76 C -5.348 -2.906 -2.171
77 C -4.025 -2.545 -2.317
78 C -3.376 -1.952 -1.234
79 C -4.020 -1.735 -0.018
80 C -5.341 -2.108 0.104
81 S -1.746 -1.485 -1.435
82 O -1.158 -2.026 -2.612
83 O -0.922 -1.738 -0.152
84 O -1.578 0.041 -1.362
85 H -8.024 -2.898 -1.718
86 H -7.932 -2.655 0.035
87 H -7.495 -4.209 -0.677
88 H -5.868 -3.360 -3.004
89 H -3.501 -2.719 -3.247
90 H -3.491 -1.287 0.811
91 H -5.862 -1.942 1.038

The most stable arrangement is a, and the next structure is 0.0183 hartree less stable.

--- a ---
Molecular formula: C4H7N3S2
Method: DFT, the ωB97M-V functional and the def2-TZVPD basis

* spin multiplicity: 1
* highest occupied orbital energy: -8.4 eV
* SMILES: [H]/N=c1\[nH]nc(SCC)s1

Element x y z (Å)
1 H 4.396 0.360 3.206
2 N 3.801 -0.427 2.857
3 C 2.579 -0.212 2.492
4 N 1.969 1.041 2.522
5 N 0.761 1.209 1.899
6 C 0.409 0.029 1.462
7 S -1.108 -0.188 0.548
8 C -0.629 0.878 -0.859
9 C -1.651 0.723 -2.003
10 S 1.482 -1.304 1.791
11 H 2.377 1.784 3.121
12 H -0.597 1.913 -0.564
13 H 0.384 0.624 -1.171
14 H -1.702 -0.317 -2.284
15 H -2.651 1.071 -1.682
16 H -1.353 1.282 -2.867

--- b ---
Molecular formula: C4H7N3S2
Method: DFT, the ωB97M-V functional and the def2-TZVPD basis

* spin multiplicity: 1
* highest occupied orbital energy: -7.5 eV

Element x y z (Å)
1 C 0.862 -1.004 -0.037
2 C -0.219 -1.915 -0.056
3 C -1.507 1.181 -0.570
4 C 2.086 1.242 0.330
5 N -1.464 -1.514 0.175
6 N 0.042 -3.244 0.139
7 N -1.802 2.425 -0.350
8 S -1.989 -0.020 0.621
9 S 0.853 0.406 -0.789
10 H 2.995 1.283 -0.344
11 H 2.411 0.539 1.065
12 H 1.629 2.168 0.402
13 H 0.721 -3.815 -0.250
14 H -0.794 -3.791 0.402
15 H -1.448 3.135 -1.111
16 H -2.376 2.925 0.374

The most stable arrangement is a, and the next structure is 0.1687 hartree less stable.

--- a ---
Molecular formula: C6H9N
Method: DFT, the ωB97M-V functional and the def2-TZVPD basis

* spin multiplicity: 1
* highest occupied orbital energy: -8.7 eV
* SMILES: C1[C@H]2N1CC21CC1

Element x y z (Å)
1 C 1.778 1.222 -0.145
2 C 0.346 1.015 -0.478
3 N 1.529 -0.057 -0.758
4 C 0.917 -0.886 0.331
5 C -0.369 -0.115 0.192
6 C -1.676 -0.177 0.890
7 C -1.527 -0.798 -0.480
8 H 2.168 1.273 0.872
9 H 2.348 1.831 -0.850
10 H -0.270 1.678 -1.112
11 H 1.397 -0.743 1.310
12 H 0.873 -1.948 0.086
13 H -2.262 0.736 0.942
14 H -1.750 -0.821 1.758
15 H -1.472 -1.884 -0.551
16 H -2.034 -0.332 -1.324

--- b ---
Molecular formula: C6H9N
Method: DFT, the ωB97M-V functional and the def2-TZVPD basis

* spin multiplicity: 1
* highest occupied orbital energy: -8.1 eV

Element x y z (Å)
1 C -0.968 1.037 1.244
2 C -0.102 0.406 0.191
3 C -0.309 0.493 -1.604
4 C -0.544 -0.692 -0.747
5 C 0.712 -1.534 -0.379
6 N 1.926 -0.805 -0.652
7 C 1.165 -0.442 0.518
8 H -1.359 0.279 1.931
9 H -1.818 1.559 0.798
10 H -0.399 1.763 1.834
11 H -1.263 1.042 -1.656
12 H 0.308 1.217 -0.664
13 H -1.539 -1.110 -0.622
14 H 0.754 -2.611 -0.263
15 H 1.799 -0.150 -1.426
16 H 1.635 -0.451 1.497

The most stable arrangement is a, and the next structure is 0.0860 hartree less stable.